Record 1
The following is a quantum chemistry calculation of an isolated molecule of C4H11NS at a distorted geometry, from the OMol25 dataset.

Structure (XYZ):
```
17
C4H11NS, DFT the ωB97M-V functional and the def2-TZVPD basis
C 0.56508 -0.35987 2.65088
C -0.20912 -0.12068 1.33307
N -0.31762 1.31049 1.03296
C 0.49174 -0.93754 0.21173
C -0.39013 -0.95334 -1.08753
S -0.00978 0.48986 -2.15356
H 0.55981 -1.42193 2.90669
H 0.06544 0.22915 3.42551
H 1.60502 -0.02356 2.63280
H -1.16304 -0.61800 1.51936
H 0.55901 1.73338 1.30902
H -1.04359 1.68161 1.63371
H 1.47288 -0.52992 0.00192
H 0.46613 -1.98131 0.51909
H -0.06022 -1.82285 -1.65383
H -1.43435 -1.04980 -0.81164
H -1.22061 0.83752 -2.65960
```

Output
HOMO-LUMO gap: 0.341 Ha
SMILES: C[C@@H](N)CCS
HOMO level: -8.3 eV


Record 2
The following is a quantum chemistry calculation of a cluster of 3 separate species, C16H33F7O5Si2 in total at a distorted geometry, from the OMol25 dataset.

Structure (XYZ):
```
63
C16H33F7O5Si2, DFT the ωB97M-V functional and the def2-TZVPD basis
C 1.59525 -0.42464 -0.15453
C 2.06340 0.16727 -1.56018
O 3.07530 -0.33066 -2.11471
O 1.42333 1.25526 -2.22140
C 0.54362 0.76484 -3.29313
Si -1.24937 0.38110 -2.64775
O -1.77960 -1.18493 -3.25243
Si -1.70993 -2.23114 -1.87479
F -2.79471 -1.61214 -0.68217
C -1.94317 -4.08243 -2.26459
C -3.45476 -4.60237 -2.25751
C -4.23446 -4.37493 -0.86880
F -4.23827 -4.12889 -3.38280
C -2.52295 1.74825 -3.15367
F -3.64935 1.18445 -3.83826
F -1.91948 2.65397 -4.09581
C -3.11185 2.59069 -1.90403
F -2.32331 2.49002 -0.74398
F -3.10858 3.96236 -2.29469
F -4.43534 2.24305 -1.57375
H 2.35442 -0.25324 0.68540
H 0.61546 0.05242 0.21762
H 1.46736 -1.56539 -0.23380
H 0.96216 -0.16157 -3.81804
H 0.44033 1.64973 -4.02039
H -1.11011 0.27934 -1.17859
H -0.34067 -2.09067 -1.32915
H -1.42918 -4.40445 -3.24096
H -1.40199 -4.66304 -1.42465
H -3.40200 -5.74663 -2.39471
H -5.15032 -3.70705 -1.00167
H -3.58850 -3.93312 -0.04172
H -4.59269 -5.39792 -0.47723
C 1.58849 -3.66067 4.76555
C 1.86358 -2.36882 4.01704
O 1.28317 -2.32881 2.71839
C -0.13204 -2.44631 2.65701
C -0.86743 -1.34792 3.40354
H 1.94681 -4.51942 4.19128
H 2.09192 -3.65242 5.73555
H 0.52192 -3.80983 4.94384
H 2.94239 -2.26516 3.87577
H 1.54490 -1.49788 4.60023
H -0.44474 -3.43700 3.00187
H -0.40102 -2.39139 1.59712
H -0.64540 -1.36251 4.47272
H -1.94771 -1.46394 3.28523
H -0.57620 -0.36472 3.02301
C 0.99435 4.76310 -0.38184
C 1.55279 4.30713 0.95427
O 2.72801 3.51353 0.83910
C 3.84404 4.13022 0.21139
C 4.33096 5.37867 0.92519
H 0.77901 3.90139 -1.02012
H 0.07167 5.33059 -0.23496
H 1.69655 5.40107 -0.92165
H 0.80749 3.68315 1.45464
H 1.73569 5.15934 1.61826
H 3.62015 4.33728 -0.83969
H 4.64798 3.38826 0.21290
H 3.56945 6.16147 0.94308
H 5.21427 5.78363 0.42494
H 4.58899 5.15048 1.96318
```

Output
HOMO-LUMO gap: 0.368 Ha
HOMO level: -9.7 eV


Record 3
The following is a quantum chemistry calculation of an isolated molecule of C2H7ClNOP at a distorted geometry, from the OMol25 dataset.

Structure (XYZ):
```
13
C2H7ClNOP, DFT the ωB97M-V functional and the def2-TZVPD basis
C -0.34795 1.89866 0.63220
N -0.87476 0.53752 0.24012
P 0.50145 -0.39057 -0.07800
C -0.06304 -1.95932 -0.93296
O 1.65005 -0.47515 1.67021
Cl 1.62572 0.59204 -1.51708
H 0.70107 1.94240 0.79010
H -0.55872 2.67618 -0.14822
H -0.85022 2.21717 1.49947
H -1.29207 0.08301 1.09264
H -0.98404 -2.37421 -0.52098
H -0.24747 -2.01747 -2.01551
H 0.73998 -2.73028 -0.71197
```

Output
HOMO-LUMO gap: 0.337 Ha
SMILES: CN[P@](C)(=O)Cl
HOMO level: -9.1 eV


Record 4
The following is a quantum chemistry calculation of a structure of composition C28H30PPdSi2 at a distorted geometry, from the OMol25 dataset.

Structure (XYZ):
```
62
C28H30PPdSi2, DFT the ωB97M-V functional and the def2-TZVPD basis
Pd 0.07996 0.75027 -0.10046
C 1.05180 3.45850 -2.73924
Si 0.01556 2.89010 -1.19319
C 0.20837 4.40097 0.01302
C -1.84497 3.13665 -1.63371
C -2.28058 4.24162 -2.35988
C -3.62572 4.45953 -2.60992
C -4.56652 3.56580 -2.12254
C -4.14673 2.47071 -1.38429
C -2.79643 2.24239 -1.13367
Si -2.26724 0.66018 -0.15555
C -2.96511 -0.76031 -1.27420
C -3.40471 0.54300 1.40836
H 0.76285 4.46263 -3.05038
H 0.91718 2.78975 -3.58772
H 2.11471 3.47892 -2.50160
H -0.04295 5.32623 -0.50784
H 1.21815 4.49573 0.41097
H -0.47543 4.29226 0.85389
H -1.55342 4.95295 -2.73477
H -3.94688 5.32440 -3.17995
H -5.62146 3.72404 -2.31790
H -4.88771 1.78094 -0.99460
H -4.00838 -0.55707 -1.51700
H -2.91232 -1.71674 -0.75892
H -2.41007 -0.84446 -2.20701
H -4.44626 0.44790 1.09966
H -3.31275 1.41857 2.04814
H -3.14634 -0.33571 1.99826
C 2.83170 -4.53932 4.06754
C 2.57331 -3.28741 4.60378
C 1.92342 -2.32942 3.84399
C 1.53425 -2.58660 2.53233
C 1.81780 -3.84298 2.00089
C 2.44931 -4.81314 2.76372
P 0.73082 -1.12774 1.62258
C 0.16362 -2.15159 0.18925
C -0.76153 -3.17263 0.44160
C -1.26481 -3.94766 -0.58634
C -0.87396 -3.70285 -1.89437
C 0.00290 -2.65870 -2.16443
C 0.51698 -1.87992 -1.13903
C 2.23926 -0.33901 0.98901
C 3.50802 -0.92206 0.87847
C 4.56640 -0.14570 0.44807
C 4.37412 1.19139 0.10911
C 3.09872 1.74591 0.12592
C 2.02740 0.98098 0.55699
H 3.33364 -5.29358 4.66106
H 2.88279 -3.06455 5.61745
H 1.70812 -1.35208 4.26215
H 1.54537 -4.06766 0.97881
H 2.65090 -5.78990 2.33927
H -1.04546 -3.37557 1.46800
H -1.95391 -4.75523 -0.36933
H -1.25214 -4.31952 -2.69956
H 0.30026 -2.46408 -3.18784
H 1.26679 -1.12151 -1.37560
H 3.65878 -1.96142 1.14354
H 5.55872 -0.57703 0.38204
H 5.22053 1.79455 -0.19644
H 2.96132 2.77627 -0.18061
```

Output
HOMO-LUMO gap (alpha / beta): 0.176 / 0.239 Ha
HOMO level (alpha / beta): -1.9 / -4.8 eV
⟨S²⟩: 2.0136
Multiplicity: 3
Total charge: -1


Record 5
The following is a quantum chemistry calculation of a cluster of 2 separate species, C15H23NO5S in total at a distorted geometry, from the OMol25 dataset.

Structure (XYZ):
```
45
C15H23NO5S, DFT the ωB97M-V functional and the def2-TZVPD basis
C 5.93792 -1.63292 0.90125
C 4.96100 -2.15938 0.37639
C 3.79713 -2.63645 -0.56414
C 2.36275 -2.33011 0.11593
C 2.07143 -0.79060 -0.14513
C 0.73476 -0.22890 0.50082
C 0.42534 1.06909 -0.38396
C 1.68101 2.00750 -0.60939
C 2.40224 2.63683 0.38228
O 0.91044 0.36481 1.83598
C -0.40450 0.44492 2.36869
O -0.79411 0.96812 3.36937
O -1.32837 -0.20312 1.45412
C -0.44242 -1.20608 0.87871
N -0.25508 -2.09543 2.08134
C -1.05354 -2.19423 -0.20272
C -1.29336 -1.56178 -1.63125
O -2.42426 -1.24086 -1.97411
H 6.58407 -0.91851 1.47814
H 3.89236 -3.73717 -0.84191
H 3.84466 -2.08010 -1.55959
H 2.47862 -2.53526 1.22876
H 1.64209 -3.04351 -0.37802
H 2.17519 -0.59206 -1.25228
H 2.92660 -0.22034 0.35070
H 0.14316 0.68500 -1.42527
H -0.49158 1.65293 -0.03843
H 2.00243 2.21755 -1.68019
H 1.95545 2.88778 1.38533
H 3.49797 2.89862 0.23305
H -1.21695 -2.32064 2.37075
H 0.27290 -2.93740 1.83635
H -2.08458 -2.49253 0.18755
H -0.48688 -3.16464 -0.32724
H -0.40906 -1.40416 -2.33271
C -4.64818 1.87161 0.32468
S -3.41390 2.26077 -0.93073
O -2.47755 3.26260 -0.34206
C -4.53817 3.15002 -2.02614
H -4.15516 1.34005 1.13900
H -5.09222 2.79191 0.70779
H -5.41975 1.23362 -0.10927
H -4.98908 3.98953 -1.49458
H -5.31345 2.46951 -2.38158
H -3.96737 3.52340 -2.87627
```

Output
HOMO-LUMO gap: 0.341 Ha
HOMO level: -8.9 eV


Record 6
The following is a quantum chemistry calculation of a cluster of 6 separate species, C25H64ClN6O13 in total at a distorted geometry, from the OMol25 dataset.

Structure (XYZ):
```
109
C25H64ClN6O13, DFT the ωB97M-V functional and the def2-TZVPD basis
Cl 0.50855 2.11548 0.30561
O 0.07510 0.87618 0.79813
O 1.87559 2.47475 0.63362
O 0.32918 1.95730 -1.12665
O -0.34805 3.19113 0.81443
C -1.90609 2.75516 -8.30051
O -1.07298 3.67290 -8.37969
N -2.08141 1.84037 -7.40157
N -2.76295 2.31973 -9.14918
H -2.75027 1.10589 -7.58399
H -1.44172 1.79502 -6.62129
H -3.25539 1.44053 -9.08124
H -2.87448 2.88702 -9.97733
C 3.80343 -3.62980 6.34677
O 3.25664 -4.81972 6.76938
C 3.71708 -5.47452 7.98701
C 2.75183 -6.59498 8.28836
N 3.55771 -7.92328 8.38615
C 2.92829 -9.07262 9.19297
C 3.81689 -10.38972 9.28991
O 4.91355 -10.03904 10.04686
C 5.87757 -11.01995 9.98311
H 3.47234 -2.82381 7.00162
H 3.35100 -3.32020 5.40467
H 4.89071 -3.64293 6.42257
H 3.58162 -4.71067 8.75269
H 4.76516 -5.76909 7.93357
H 1.89572 -6.63936 7.61515
H 2.49108 -6.49937 9.34239
H 4.50181 -7.91695 8.74494
H 2.03193 -9.22420 8.59160
H 2.67329 -8.67301 10.17450
H 4.04478 -10.59182 8.24333
H 3.19650 -11.23382 9.59105
H 5.54230 -11.95160 10.43889
H 6.75012 -10.70860 10.55740
H 6.16856 -11.20331 8.94879
C 6.70969 6.13696 -4.45844
O 5.36805 6.38912 -4.84605
C 4.47404 5.51706 -4.16453
C 3.20222 5.52685 -4.86480
N 2.63713 6.86858 -5.16776
C 2.07586 7.52753 -3.89584
C 0.69347 7.14726 -3.52198
O -0.00635 7.14684 -4.76970
C -1.39362 7.21425 -4.47980
H 7.10837 5.20313 -4.85481
H 6.80199 6.27715 -3.38144
H 7.33939 6.87829 -4.95038
H 4.49706 5.92469 -3.15388
H 4.90348 4.51640 -4.11603
H 2.60242 4.83347 -4.27525
H 3.43696 4.96492 -5.76881
H 3.51013 7.37474 -5.20980
H 2.18292 8.61221 -3.90621
H 2.73714 7.39502 -3.03954
H 0.39302 7.85970 -2.75369
H 0.87202 6.14946 -3.12119
H -1.66461 8.19219 -4.08194
H -1.71180 6.46855 -3.75124
H -1.95258 7.02661 -5.39656
C -0.96707 -8.11490 -1.01687
O -1.11668 -6.65485 -1.21292
C -0.06208 -5.91184 -0.60875
C -0.29359 -4.45750 -0.96881
N -0.42386 -4.03185 -2.39420
C 0.60051 -4.66977 -3.27976
C 0.47876 -3.91261 -4.61746
O 1.10726 -2.61626 -4.60929
C 2.01226 -2.18742 -5.67215
H -1.01401 -8.36085 0.04398
H -0.07307 -8.49516 -1.51111
H -1.90597 -8.35596 -1.51532
H 0.93853 -6.21538 -0.91655
H -0.04738 -5.97710 0.47920
H 0.58260 -3.88058 -0.67293
H -1.11694 -4.01572 -0.40754
H -0.05643 -3.09514 -2.30659
H 0.38998 -5.72554 -3.45045
H 1.60095 -4.77708 -2.86058
H -0.56506 -3.93971 -4.93019
H 0.93461 -4.49128 -5.42085
H 2.54300 -2.99823 -6.17115
H 2.73817 -1.60326 -5.10655
H 1.63508 -1.60194 -6.51064
C -4.82190 8.04275 3.95685
O -5.29341 6.70804 4.12840
C -5.75850 6.14453 2.88565
C -6.06042 4.66229 3.12913
N -6.02096 3.91690 1.84014
C -7.17400 4.04507 0.81115
C -6.82062 3.23536 -0.55668
O -7.91369 3.08532 -1.47206
C -7.58149 2.47017 -2.68361
H -4.05454 8.06339 3.18301
H -4.61114 8.38923 4.96860
H -5.57476 8.73910 3.58752
H -5.06562 6.19508 2.04574
H -6.65617 6.58293 2.44964
H -6.90790 4.48306 3.79076
H -5.20764 4.21783 3.64227
H -5.10025 4.05396 1.44822
H -7.45141 5.06236 0.53501
H -8.07184 3.57936 1.21749
H -6.39812 2.28505 -0.23030
H -5.89263 3.50011 -1.06347
H -7.22540 3.24133 -3.36670
H -8.48505 2.01946 -3.09414
H -6.86393 1.65766 -2.56942
```

Output
HOMO-LUMO gap: 0.274 Ha
HOMO level: -5.5 eV
Total charge: -1


E / Eh: -611.92467; -2283.71154; -1011.84881; -2133.19379; -1414.28059; -2757.18506